Record 1
{
  "formula": "C4H16O4",
  "method": "ωB97M-V/def2-TZVPD",
  "symbols": ["C", "C", "C", "C", "H", "H", "H", "H", "H", "H", "H", "H", "O", "H", "H", "O", "H", "H", "O", "H", "H", "O", "H", "H"],
  "xyz": [[-1.245591, -1.607009, -0.263247], [0.260742, -1.886513, -0.327185], [1.141755, -0.940973, -0.637939], [2.622410, -1.031678, -0.492108], [-1.397599, -0.533978, -0.472015], [-1.902170, -2.051815, -1.037747], [-1.564973, -1.874125, 0.733379], [0.436343, -2.907375, -0.048303], [0.814918, 0.064675, -0.870342], [3.072639, -0.049029, -0.690272], [3.128880, -1.757440, -1.151341], [2.928063, -1.311942, 0.525775], [-0.441830, 2.037324, -1.336398], [-0.616955, 2.040518, -0.378852], [-0.260784, 2.988448, -1.407692], [1.503524, 1.030125, 2.575175], [1.023450, 0.640620, 1.837473], [2.438018, 1.205173, 2.412244], [-3.495143, 0.265952, -1.644490], [-3.034054, -0.569656, -1.518926], [-2.848745, 0.856762, -2.042615], [-0.666109, 1.945524, 1.760376], [-0.289435, 1.694044, 2.613405], [-1.607351, 1.752366, 1.861644]],
  "forces_ev_per_a": [[0.670, 1.150, -1.041], [-1.774, 0.513, -0.573], [0.092, -0.320, 0.685], [1.141, -0.175, -0.041], [0.141, -0.218, 0.695], [0.657, -0.686, 0.478], [-0.553, 0.021, 0.162], [0.976, -0.317, 0.075], [-0.484, -0.088, -0.181], [-0.041, -0.296, -0.014], [-0.367, 0.234, 0.068], [-0.191, 0.045, -0.134], [-0.112, 0.913, 0.744], [0.022, -0.655, 0.017], [0.069, -0.268, -0.650], [0.291, -0.053, 1.003], [0.789, 0.005, -0.461], [-0.456, -0.332, -0.473], [-0.223, -0.002, -0.005], [-0.076, 0.195, -0.097], [0.160, 0.018, 0.017], [-1.055, -0.108, -0.051], [0.309, 0.313, -0.063], [0.016, 0.113, -0.160]],
  "nbo_charge": [-0.6440, -0.1791, -0.2103, -0.6561, 0.2096, 0.1977, 0.2158, 0.1928, 0.2182, 0.2116, 0.2222, 0.2158, -0.9572, 0.4883, 0.4694, -0.9839, 0.4976, 0.4906, -0.9463, 0.4672, 0.4796, -0.9752, 0.5018, 0.4739],
  "e_homo_ev": -9.3628,
  "lumo_ev": 0.555,
  "smiles": "C/C=C/C.O.O.O.O",
  "e_tot_ev": -12596.6151,
  "orbital_gap_ev": 9.918
}



Record 2
{
  "formula": "C3H4F2",
  "method": "ωB97M-V/def2-TZVPD",
  "symbols": ["F", "C", "C", "C", "F", "H", "H", "H", "H"],
  "xyz": [[1.640689, -0.854775, -0.169852], [1.230485, 0.506965, -0.167194], [-0.118727, 0.647457, 0.215436], [-0.839445, -0.643502, 0.210808], [-2.147585, -0.211680, -0.408809], [1.822009, 1.260900, -0.739004], [-0.589257, 1.544512, 0.296631], [-0.921605, -1.006560, 1.348777], [-0.076563, -1.243314, -0.586792]],
  "forces_ev_per_a": [[0.568, 2.464, -0.461], [-3.675, -0.116, 0.569], [6.070, -2.690, -1.770], [0.093, 0.170, -0.450], [2.128, -1.662, 1.387], [0.047, -1.075, 1.076], [-1.192, 2.423, 0.151], [-0.521, 0.042, -2.944], [-3.519, 0.443, 2.443]],
  "nbo_charge": [-0.3595, 0.1868, -0.2755, -0.0341, -0.3975, 0.2058, 0.2240, 0.2083, 0.2416],
  "e_homo_ev": -9.8587,
  "lumo_ev": 0.953,
  "smiles": "F/C=C\\CF",
  "e_tot_ev": -8607.6887,
  "orbital_gap_ev": 10.811
}



Record 3
{
  "formula": "C2H16O5S",
  "method": "ωB97M-V/def2-TZVPD",
  "symbols": ["C", "S", "C", "H", "H", "H", "H", "H", "H", "O", "H", "H", "O", "H", "H", "O", "H", "H", "O", "H", "H", "O", "H", "H"],
  "xyz": [[-1.185634, -0.547398, 1.913107], [0.263894, -1.771148, 1.627192], [-0.371169, -2.459793, 0.130556], [-2.110292, -1.122062, 2.068186], [-1.242010, 0.073364, 1.140948], [-0.856696, -0.141269, 2.887246], [-1.423477, -2.569457, 0.197121], [-0.057433, -1.944307, -0.843979], [0.026093, -3.457961, -0.182900], [3.180350, -0.012607, -0.654360], [3.687829, 0.581767, -0.002099], [3.041833, -0.796182, -0.026382], [0.866038, 2.608056, 2.387202], [1.003696, 1.648020, 2.562057], [0.882702, 2.716428, 1.239479], [0.705915, 0.589311, -1.424956], [0.692210, 0.036890, -2.191123], [1.730958, 0.642396, -1.265365], [-1.296474, 2.902843, -0.451244], [-0.418027, 3.398529, -0.338177], [-1.268785, 2.305169, -1.027640], [-1.633268, -0.714842, -2.440827], [-2.390948, -1.106098, -1.865989], [-1.827310, -0.859660, -3.438050]],
  "forces_ev_per_a": [[1.745, -4.095, 3.891], [-1.091, 0.929, 0.344], [1.792, -0.849, -3.204], [0.375, 0.123, -0.107], [-0.109, 2.920, -3.005], [-0.566, 0.412, -0.672], [-1.035, 0.012, -0.065], [-0.843, 0.254, 1.639], [-0.148, 0.317, 1.235], [1.656, -0.341, 3.364], [-1.002, -0.954, -1.704], [-0.189, 1.321, -1.511], [0.314, -0.094, -4.798], [-0.164, 0.936, -0.606], [-0.126, -0.986, 5.434], [2.664, 0.938, 0.876], [-0.545, -0.576, -0.831], [-2.635, -0.214, -0.012], [1.024, 9.313, 8.346], [-2.212, -1.584, -0.815], [1.192, -7.766, -7.617], [-1.955, -1.113, -0.974], [1.876, 0.936, -2.029], [-0.019, 0.158, 2.822]],
  "nbo_charge": [-0.6517, 0.1313, -0.7948, 0.2063, 0.2131, 0.2184, 0.2067, 0.2416, 0.2290, -0.9482, 0.4834, 0.4939, -0.9435, 0.4713, 0.4695, -0.9878, 0.4639, 0.4912, -0.9207, 0.4642, 0.4596, -0.9664, 0.4870, 0.4827],
  "e_homo_ev": -8.5706,
  "lumo_ev": 0.195,
  "smiles": "CSC.O.O.O.O.O",
  "e_tot_ev": -23403.6554,
  "orbital_gap_ev": 8.766
}



Record 4
{
  "formula": "H24O12",
  "method": "ωB97M-V/def2-TZVPD",
  "symbols": ["O", "H", "H", "O", "H", "H", "O", "H", "H", "O", "H", "H", "O", "H", "H", "O", "H", "H", "O", "H", "H", "O", "H", "H", "O", "H", "H", "O", "H", "H", "O", "H", "H", "O", "H", "H"],
  "xyz": [[-0.259050, -0.997097, 0.151201], [-0.062903, -1.431648, -0.686463], [-1.154539, -1.285389, 0.360907], [-3.225419, 0.685727, -3.700263], [-2.404344, 0.251916, -3.958394], [-3.553917, 0.150116, -2.969373], [-0.320124, 0.149870, -3.041891], [-0.937029, 0.843919, -3.300182], [-0.450017, -0.537869, -3.704561], [-0.309005, 3.687706, -2.139812], [-0.136937, 2.743668, -2.230241], [-1.219801, 3.789709, -2.438201], [-3.025375, -1.211338, 2.213768], [-3.642624, -0.512474, 2.457865], [-2.167909, -0.771504, 2.196790], [1.029582, 2.150041, -0.708028], [1.082956, 2.110181, 0.253507], [0.319749, 1.536655, -0.929126], [-1.997639, 3.418302, 0.259304], [-1.094719, 3.081075, 0.257233], [-2.542168, 2.631303, 0.144805], [2.747779, -2.221957, 0.005209], [3.022539, -1.301956, -0.079024], [2.979375, -2.453821, 0.911627], [0.299218, 0.714302, 2.032672], [0.981252, 1.285718, 1.662125], [-0.237824, 0.466284, 1.271711], [2.117656, -2.198929, 3.476765], [2.795340, -1.677542, 3.921613], [1.306937, -1.696170, 3.614447], [3.650863, -1.824182, -2.759834], [4.131043, -1.730648, -3.590297], [2.856480, -2.313331, -3.002071], [-0.626283, -2.185292, 4.445035], [0.139739, -2.766162, 4.375805], [-0.668302, -1.749258, 3.586490]],
  "forces_ev_per_a": [[-0.565, -0.158, -0.253], [0.246, 0.092, 0.020], [-0.113, -0.223, -0.114], [0.170, 0.014, 0.031], [-0.501, -0.146, -0.122], [-0.031, 0.039, -0.030], [-0.171, -0.067, -0.028], [0.160, 0.212, 0.126], [0.297, -0.035, 0.022], [-0.544, 0.017, -0.698], [0.209, 0.525, -0.094], [-0.023, 0.213, 0.050], [0.186, 0.125, -0.286], [0.010, -0.066, 0.047], [-0.116, 0.097, 0.242], [0.296, -0.454, 0.602], [0.102, 0.208, -0.441], [0.202, -0.447, 0.150], [-0.223, -0.334, 0.144], [0.089, 0.289, -0.198], [-0.041, 0.124, 0.063], [0.041, 0.063, 0.113], [0.018, -0.113, -0.165], [-0.224, -0.013, 0.068], [-0.123, 0.594, 0.465], [0.006, -0.377, 0.521], [0.398, -0.242, -0.163], [0.192, -0.008, -0.012], [-0.043, -0.086, 0.000], [0.240, 0.319, -0.123], [-0.017, 0.020, -0.315], [-0.001, 0.049, 0.082], [0.096, -0.010, 0.197], [0.153, 0.147, -0.112], [-0.135, -0.274, 0.147], [-0.240, -0.094, 0.062]],
  "nbo_charge": [-0.9610, 0.5002, 0.4732, -0.9248, 0.4484, 0.4752, -0.9399, 0.4693, 0.4718, -0.9173, 0.4515, 0.4647, -0.9335, 0.4788, 0.4566, -0.9121, 0.4477, 0.4642, -0.9303, 0.4727, 0.4556, -0.9510, 0.4718, 0.4787, -0.9400, 0.4495, 0.4794, -0.9544, 0.4750, 0.4730, -0.9306, 0.4651, 0.4658, -0.9272, 0.4759, 0.4577],
  "e_homo_ev": -10.8183,
  "lumo_ev": -0.498,
  "smiles": "O.O.O.O.O.O.O.O.O.O.O.O",
  "e_tot_ev": -24958.1844,
  "orbital_gap_ev": 10.320
}